Below is 11 unconnected molecules or ions with the total composition C32H49Cl12F15O10 at a distorted geometry, with properties calculated with the ωB97M-V functional and the def2-TZVPD basis.

Structure (ORCA input):
```
! wB97M-V def2-TZVPD RIJCOSX def2/J DEFGRID3
* xyz -1 2
C -7.0077 -27.0941 7.2324
C -8.0595 -26.0642 7.7124
O -9.2870 -26.4726 7.1971
C -9.6502 -25.9771 5.9561
O -8.9553 -25.1054 5.3868
C -10.9578 -26.5848 5.4007
F -10.7394 -27.1651 4.2066
F -11.3373 -27.4989 6.2724
F -11.9194 -25.6267 5.4174
H -6.1075 -26.8341 7.7894
H -6.7595 -27.0497 6.1720
H -7.2216 -28.1284 7.5020
H -7.8128 -25.0340 7.4555
H -8.2323 -26.1239 8.7870
C -5.1740 -22.5470 -4.7283
C -5.2242 -23.6272 -3.6662
O -4.8592 -22.9892 -2.5159
C -4.0511 -23.6777 -1.6738
O -3.7488 -24.8746 -1.7543
C -3.4788 -22.8004 -0.5640
F -3.0695 -23.4713 0.4939
F -2.4306 -22.1556 -1.1280
F -4.4335 -21.8783 -0.1730
H -5.5872 -22.8545 -5.6890
H -4.1030 -22.3742 -4.8341
H -5.6486 -21.6360 -4.3637
H -4.5777 -24.4432 -3.9891
H -6.2755 -23.9140 -3.6412
C -9.0165 -20.4539 -0.9021
C -7.9291 -21.2726 -0.2644
O -8.2606 -21.5363 1.0855
C -7.3970 -22.1884 1.9114
O -6.3853 -22.6900 1.4705
C -7.8020 -22.2122 3.3744
F -7.0038 -22.9806 4.0968
F -7.6803 -20.9600 3.8245
F -9.1052 -22.6168 3.5032
H -9.2615 -19.4961 -0.4429
H -9.8561 -21.1223 -1.0926
H -8.6916 -20.1622 -1.9008
H -6.9770 -20.7444 -0.2145
H -7.7433 -22.1418 -0.8952
C -3.8747 -21.7351 3.7120
C -2.5990 -21.9004 4.6570
O -2.0528 -20.6103 4.9151
C -2.3068 -19.9098 5.9702
O -2.9791 -20.3056 6.9041
C -1.6489 -18.5330 5.8566
F -2.5580 -17.5717 5.5640
F -1.0815 -18.3350 7.0521
F -0.7530 -18.5381 4.9360
H -3.8452 -20.9848 2.9219
H -4.6958 -21.5151 4.3943
H -4.1072 -22.6244 3.1262
H -1.8794 -22.5264 4.1294
H -2.7408 -22.4837 5.5668
C -2.2913 -28.6461 2.0098
C -1.7839 -28.8275 0.5935
O -0.3853 -28.5204 0.5145
C 0.2967 -28.6969 -0.6575
O -0.1786 -29.0704 -1.7321
C 1.8147 -28.6027 -0.4710
F 2.4090 -28.1045 -1.5594
F 2.1267 -27.7676 0.5205
F 2.4668 -29.7660 -0.2793
H -2.0580 -27.6531 2.3940
H -1.7543 -29.2956 2.7012
H -3.3760 -28.7538 2.0123
H -2.2439 -28.2007 -0.1705
H -1.9760 -29.8524 0.2760
Cl -9.4057 -24.8244 -1.7996
C -8.5084 -25.7713 -0.6006
C -9.3766 -26.1987 0.5744
Cl -9.6846 -24.8439 1.7557
H -7.6269 -25.2000 -0.3097
H -8.1979 -26.7157 -1.0476
H -8.9038 -26.9698 1.1826
H -10.2990 -26.6451 0.2029
Cl 0.9337 -23.0741 4.3273
C 1.0941 -24.7943 3.7832
C -0.2293 -25.2292 3.1024
Cl -1.6376 -25.2580 4.2520
H 1.3558 -25.4075 4.6455
H 1.9431 -24.8318 3.1006
H -0.0894 -26.2552 2.7619
H -0.4525 -24.5681 2.2650
Cl -4.3102 -27.5897 -4.3992
C -3.5828 -28.4035 -2.9776
C -4.6691 -28.4624 -1.8410
Cl -6.2154 -29.1545 -2.3281
H -2.6409 -27.8673 -2.8616
H -3.2541 -29.3666 -3.3681
H -4.9363 -27.4804 -1.4508
H -4.2954 -29.0150 -0.9790
Cl -4.8917 -26.7331 1.0708
C -4.9803 -25.7823 2.6125
C -6.3882 -25.8918 3.2407
Cl -6.9541 -27.6259 3.3093
H -4.6643 -24.7683 2.3673
H -4.0989 -26.0599 3.1905
H -7.1231 -25.2882 2.7081
H -6.4297 -25.6049 4.2914
Cl -4.7128 -31.2016 0.7390
C -6.1733 -30.2889 1.3262
C -6.7059 -30.9311 2.6126
Cl -7.0979 -32.6647 2.4466
H -6.9107 -30.1995 0.5285
H -5.8768 -29.2429 1.4044
H -7.5853 -30.4021 2.9800
H -5.9790 -30.9393 3.4248
Cl -4.1877 -27.4682 5.3660
C -3.5419 -28.7821 6.4081
C -2.5503 -29.6489 5.7350
Cl -3.3359 -30.6134 4.4555
H -4.3849 -29.3456 6.8080
H -3.1819 -28.2183 7.2687
H -2.1572 -30.3755 6.4461
H -1.7568 -29.0459 5.2935
*
```

Calculated values
**Frontier orbital gap (spin up / spin down)**: 0.0718 / 0.2572 hartree
**Energy above the lowest of the compared OMol25 structures with the same formula, charge and spin**: 0.0 kJ/mol
**<S²>**: 0.75